Computed, not measured: a molecular structure, C11H17Cl2NO2SeTc, with wB97M-V/def2-TZVPD.

Properties
Charge: -2
ΔE to the lowest compared entry with this formula, charge and spin (kJ/mol): 0.00
Frontier orbital gap (alpha / beta) (eV): 5.547 / 6.237
Highest occupied orbital energy (alpha / beta) (eV): -0.74 / -1.43
2S+1: 4
Lowest unoccupied orbital energy (alpha / beta) (eV): 4.80 / 4.80

Geometry (Å):
C: 0.178 1.136 -0.524
C: 0.589 0.067 -1.414
C: 1.197 -0.955 -0.644
C: 0.597 0.151 -2.870
C: 1.328 -0.498 0.687
C: 0.648 0.774 0.820
C: 0.987 1.789 1.857
C: -0.073 2.536 -0.960
C: 1.734 -2.235 -1.174
C: 2.190 -1.114 1.718
Tc: -1.485 0.163 0.557
Cl: -1.228 -2.262 -3.437
Cl: -2.586 0.571 -1.395
O: -1.017 -1.303 1.740
H: 0.106 1.050 -3.235
H: -0.023 -0.719 -3.237
H: 1.596 0.029 -3.303
H: 1.085 -2.629 -1.968
H: 1.828 -2.994 -0.388
H: 2.738 -2.080 -1.595
H: 2.069 -2.203 1.762
H: 1.957 -0.699 2.699
H: 3.251 -0.905 1.514
H: 0.965 1.343 2.859
H: 0.271 2.618 1.855
H: 1.999 2.189 1.666
H: -0.738 2.543 -1.831
H: 0.892 2.995 -1.234
H: -0.546 3.121 -0.165
H: -1.669 -1.941 2.070
O: -2.035 1.631 1.646
H: -2.713 1.516 2.342
Se: -6.063 -2.023 1.375
C: -4.527 -1.127 1.173
N: -3.501 -0.534 1.034

Computed, not measured: a molecular structure, C11H17Cl2NO3Re, with wB97M-V/def2-TZVPD.

Properties
Charge: -2
ΔE to the lowest compared entry with this formula, charge and spin (kJ/mol): 237.87
Frontier orbital gap (alpha / beta) (eV): 4.855 / 4.816
Highest occupied orbital energy (alpha / beta) (eV): 0.22 / 0.22
2S+1: 4
Lowest unoccupied orbital energy (alpha / beta) (eV): 5.08 / 5.04

Geometry (Å):
C: 0.360 -1.206 -0.802
C: 1.248 -0.047 -0.650
C: 0.374 1.143 -0.695
C: 2.663 -0.037 -1.133
C: -0.993 0.628 -0.829
C: -0.947 -0.756 -0.932
C: -2.127 -1.644 -1.170
C: 0.772 -2.610 -0.982
C: 0.760 2.495 -1.193
C: -2.203 1.452 -1.018
Re: 0.959 0.626 1.293
Cl: 2.463 2.028 1.581
Cl: 2.208 -1.251 1.747
O: -0.654 1.665 1.632
H: 3.089 -1.040 -1.050
H: 3.262 0.656 -0.540
H: 2.728 0.263 -2.192
H: 1.779 2.759 -0.908
H: 0.059 3.237 -0.792
H: 0.687 2.547 -2.290
H: -2.073 2.458 -0.608
H: -3.057 0.988 -0.512
H: -2.452 1.538 -2.088
H: -3.078 -1.138 -0.943
H: -2.129 -2.573 -0.576
H: -2.140 -1.923 -2.236
H: 1.801 -2.797 -0.665
H: 0.659 -2.895 -2.042
H: 0.134 -3.285 -0.397
H: -0.912 1.745 2.572
O: -2.912 -2.386 2.288
H: -2.434 -1.548 2.511
O: 0.615 0.188 5.728
C: 0.725 0.308 4.542
N: 0.764 0.412 3.352

Computed, not measured: 3 unconnected molecules or ions with the total composition C11H17ClO10S, with wB97M-V/def2-TZVPD.

Properties
Frontier orbital gap (eV): 10.577
Highest occupied orbital energy (eV): -10.26
Lowest unoccupied orbital energy (eV): 0.31

Geometry (Å):
C: -1.697 -1.113 1.909
C: -2.002 -1.370 0.419
C: -1.434 -2.693 -0.061
Cl: -2.002 -3.081 -1.721
O: -0.011 -2.828 0.023
S: 1.056 -1.768 -0.547
O: 0.516 -1.056 -1.688
O: 0.911 -0.778 0.740
C: 1.704 0.405 0.674
C: 0.842 1.640 0.605
O: -0.338 1.644 0.756
H: -1.281 -0.109 2.042
H: -2.603 -1.202 2.516
H: -0.950 -1.814 2.297
H: -3.084 -1.452 0.260
H: -1.653 -0.546 -0.212
H: -1.794 -3.518 0.560
H: 2.390 0.409 -0.188
H: 2.320 0.465 1.578
H: 1.401 2.576 0.416
C: 2.126 3.086 5.488
C: 1.038 2.522 4.588
O: 1.727 2.402 3.337
C: 3.057 2.315 3.578
O: 3.864 2.027 2.751
O: 3.320 2.589 4.869
H: 2.082 2.734 6.514
H: 2.155 4.176 5.470
H: 0.709 1.530 4.900
H: 0.179 3.173 4.462
C: -0.325 -0.802 -5.890
C: -1.095 -1.348 -4.701
O: -2.451 -1.063 -5.072
C: -2.522 -0.944 -6.416
O: -3.530 -0.872 -7.043
O: -1.277 -0.919 -6.952
H: 0.565 -1.373 -6.141
H: -0.066 0.251 -5.768
H: -0.984 -2.428 -4.595
H: -0.864 -0.869 -3.757

Computed, not measured: 2 unconnected molecules or ions with the total composition C11H17F6IN3P, with wB97M-V/def2-TZVPD.

Properties
Frontier orbital gap (eV): 7.612
Highest occupied orbital energy (eV): -9.58
Lowest unoccupied orbital energy (eV): -1.97

Geometry (Å):
C: -0.144 -0.867 -2.498
C: 0.430 0.186 -2.362
C: 1.116 1.411 -2.002
N: 0.170 2.159 -1.133
C: -0.026 1.778 0.068
N: -0.976 2.382 0.905
C: -0.442 3.231 1.903
C: -0.532 3.001 3.206
C: -1.705 1.173 1.350
C: -0.557 0.085 1.424
N: 0.573 0.702 0.716
C: 1.802 0.990 1.463
C: 2.862 -0.133 1.505
C: 2.620 -1.117 2.695
I: 2.990 -1.331 -0.272
H: -0.726 -1.786 -2.449
H: 2.018 1.195 -1.436
H: 1.401 1.978 -2.883
H: -0.361 2.952 -1.472
H: 0.088 4.134 1.622
H: -1.404 2.534 3.642
H: 0.259 3.289 3.883
H: -2.342 0.973 0.488
H: -2.340 1.281 2.216
H: -0.419 -0.206 2.459
H: -0.897 -0.703 0.756
H: 2.291 1.895 1.094
H: 1.558 1.205 2.506
H: 3.840 0.315 1.656
H: 2.043 -0.659 3.496
H: 3.586 -1.504 3.013
H: 2.086 -1.971 2.284
F: -2.325 -5.657 -3.693
P: -2.699 -4.081 -3.984
F: -3.269 -4.829 -5.331
F: -3.931 -3.004 -4.181
F: -3.444 -4.114 -2.510
F: -1.862 -3.118 -5.039
F: -1.316 -3.753 -3.158

Repeat the first record exactly.
Computed, not measured: a molecular structure, C11H17Cl2NO2SeTc, with wB97M-V/def2-TZVPD.

Properties
Charge: -2
ΔE to the lowest compared entry with this formula, charge and spin (kJ/mol): 0.00
Frontier orbital gap (alpha / beta) (eV): 5.547 / 6.237
Highest occupied orbital energy (alpha / beta) (eV): -0.74 / -1.43
2S+1: 4
Lowest unoccupied orbital energy (alpha / beta) (eV): 4.80 / 4.80

Geometry (Å):
C: 0.178 1.136 -0.524
C: 0.589 0.067 -1.414
C: 1.197 -0.955 -0.644
C: 0.597 0.151 -2.870
C: 1.328 -0.498 0.687
C: 0.648 0.774 0.820
C: 0.987 1.789 1.857
C: -0.073 2.536 -0.960
C: 1.734 -2.235 -1.174
C: 2.190 -1.114 1.718
Tc: -1.485 0.163 0.557
Cl: -1.228 -2.262 -3.437
Cl: -2.586 0.571 -1.395
O: -1.017 -1.303 1.740
H: 0.106 1.050 -3.235
H: -0.023 -0.719 -3.237
H: 1.596 0.029 -3.303
H: 1.085 -2.629 -1.968
H: 1.828 -2.994 -0.388
H: 2.738 -2.080 -1.595
H: 2.069 -2.203 1.762
H: 1.957 -0.699 2.699
H: 3.251 -0.905 1.514
H: 0.965 1.343 2.859
H: 0.271 2.618 1.855
H: 1.999 2.189 1.666
H: -0.738 2.543 -1.831
H: 0.892 2.995 -1.234
H: -0.546 3.121 -0.165
H: -1.669 -1.941 2.070
O: -2.035 1.631 1.646
H: -2.713 1.516 2.342
Se: -6.063 -2.023 1.375
C: -4.527 -1.127 1.173
N: -3.501 -0.534 1.034